Entry 1:
ORCA calculation (ωB97M-V with the def2-TZVPD basis set) on 6 unconnected molecules or ions with the total composition C38H76BNO11S at a distorted geometry.

```
128
Properties=species:S:1:pos:R:3:forces:R:3
C 2.1970 -3.1992 -0.8200 0.4 1.8 -0.7
C 2.5798 -1.8998 -1.1983 -0.6 -2.0 0.5
C 3.3721 -1.5325 -2.5235 -1.2 -1.5 0.3
C 2.5073 -0.8259 -3.6701 1.2 0.8 0.1
C 2.6788 0.7606 -3.7697 -1.8 0.5 0.0
B 4.1794 1.2651 -4.0977 0.9 0.6 -0.2
O 4.4526 1.7539 -5.4165 0.1 -1.8 1.5
O 5.2592 1.2146 -3.1477 -1.2 -1.0 -1.6
C 2.0228 1.3974 -2.4627 0.4 -0.9 0.4
N 2.3708 2.8429 -2.2606 -0.7 -1.3 0.1
C 2.7786 3.1128 -0.8507 0.0 1.5 0.2
C 4.3490 3.0299 -0.5951 -0.2 -0.4 1.2
C 4.8293 1.6093 0.0320 0.5 0.8 0.5
C 4.9265 1.6340 1.6478 0.2 -0.9 -0.7
C 0.4290 1.1409 -2.3542 0.7 1.7 0.5
O -0.3041 1.7572 -3.4146 0.6 0.3 1.5
C -1.2036 2.7792 -2.9398 -1.9 0.3 -0.4
C -2.4319 2.1948 -2.0633 0.6 0.0 -0.5
C -3.4100 3.4264 -1.8139 0.7 -0.1 0.0
C -3.0680 0.9758 -2.8706 0.0 -0.4 0.2
C -4.5413 0.5580 -2.4259 -0.7 -0.4 -0.5
C -5.7026 1.4414 -3.1356 1.2 -0.3 0.3
C -4.7421 0.4379 -0.8385 0.3 -0.9 -0.6
O 0.0776 -0.2620 -2.2560 1.4 -0.5 -1.5
S 0.6728 -1.1590 -3.5294 -2.9 -4.5 -4.2
O 0.3792 -2.6407 -3.3228 1.4 4.4 1.0
O 0.0338 -0.8130 -4.8577 2.0 0.7 3.7
H 2.0815 -3.4919 0.2691 -0.6 0.8 -1.4
H 1.9224 -4.0079 -1.5778 1.3 1.1 1.0
H 2.2592 -1.0491 -0.5240 1.2 -1.0 -0.4
H 3.7417 -2.5259 -2.9594 -0.6 1.4 0.6
H 4.3004 -0.9657 -2.2106 -1.3 -0.2 -0.6
H 2.8204 -1.2965 -4.6621 -1.0 0.6 1.2
H 2.0264 1.1016 -4.6528 0.9 -0.5 1.1
H 5.3283 1.4180 -5.6999 -0.5 0.8 0.1
H 6.0320 0.8239 -3.5991 -0.2 0.6 0.5
H 2.4670 0.8508 -1.5596 -0.6 0.6 -1.2
H 1.5414 3.3843 -2.5305 0.6 -0.1 0.2
H 2.1871 2.4625 -0.1283 0.8 0.6 -0.6
H 2.4710 4.1983 -0.6386 0.4 -1.5 -0.3
H 4.9359 3.3330 -1.5143 -0.9 -0.6 0.9
H 4.5834 3.8073 0.2170 -0.3 -1.0 -1.1
H 5.8935 1.4130 -0.3446 -1.7 0.0 0.3
H 4.1388 0.7515 -0.2382 0.9 1.1 0.0
H 4.1160 2.2413 2.1518 1.0 -0.5 -0.7
H 5.9741 1.9709 1.9501 -1.6 -0.2 -0.2
H 4.8056 0.5513 1.9984 0.2 1.5 -0.3
H 0.1269 1.6124 -1.3542 0.3 -0.9 -1.3
H -1.6987 3.2201 -3.8760 0.9 -0.7 1.2
H -0.6837 3.6572 -2.4311 -0.4 -1.2 -0.3
H -2.0088 1.7821 -1.0877 -0.7 0.7 -1.0
H -3.8275 3.7400 -2.8212 0.4 -0.2 1.3
H -4.2607 3.2244 -1.0983 1.0 0.1 -0.9
H -2.7861 4.2722 -1.3624 -0.9 -1.0 -0.7
H -2.4149 0.0447 -2.7318 -0.7 1.4 -0.1
H -3.0384 1.1854 -3.9988 -0.2 -0.2 1.6
H -4.7064 -0.5032 -2.8319 0.4 1.4 0.5
H -5.3016 1.7925 -4.1483 -0.7 -0.4 1.4
H -6.6269 0.8037 -3.3162 1.1 1.0 0.4
H -5.8914 2.3348 -2.4659 -0.2 -1.0 -1.0
H -5.8530 0.2884 -0.6029 1.6 0.4 -0.2
H -4.1960 -0.5173 -0.5258 -0.7 1.3 -0.2
H -4.2740 1.2806 -0.2477 -0.8 -0.8 -0.7
C -0.7167 -5.9219 3.5016 0.0 -0.4 0.2
C -0.6930 -4.5454 4.1317 -0.3 0.3 0.0
C 0.7369 -4.1108 3.8883 0.4 0.2 0.1
O 1.1604 -4.7390 2.6693 -0.3 -0.2 0.1
C 0.1943 -5.7336 2.3031 0.1 0.1 -0.3
H -1.7160 -6.2634 3.2272 0.1 0.0 0.0
H -0.2822 -6.6534 4.1908 0.0 0.0 -0.1
H -1.3804 -3.8817 3.5983 0.1 0.0 0.1
H -0.9655 -4.5409 5.1883 0.0 0.0 -0.1
H 1.3994 -4.4547 4.6907 0.0 0.0 0.1
H 0.8347 -3.0282 3.7962 0.0 -0.1 -0.1
H -0.3621 -5.3576 1.4374 0.0 -0.1 0.0
H 0.7060 -6.6545 2.0149 0.1 0.1 0.0
C -0.9003 -5.5681 -6.1603 0.3 -0.2 0.0
C -1.2880 -4.1124 -6.0102 -0.2 0.2 0.2
C -1.4283 -3.6736 -7.4544 0.1 0.1 -0.2
O -1.8507 -4.8259 -8.1990 0.1 -0.1 0.2
C -1.7126 -5.9874 -7.3710 -0.3 0.0 -0.2
H -1.1105 -6.1725 -5.2766 0.0 0.0 -0.1
H 0.1692 -5.6462 -6.3822 -0.1 0.0 0.0
H -2.2545 -4.0366 -5.5014 0.1 0.0 0.0
H -0.5677 -3.5218 -5.4515 0.0 0.1 0.0
H -0.4680 -3.3428 -7.8644 0.0 0.1 0.1
H -2.1557 -2.8688 -7.5798 0.0 -0.1 -0.1
H -2.7176 -6.3139 -7.0807 0.0 -0.1 0.0
H -1.2369 -6.7896 -7.9397 -0.1 0.1 -0.1
C -2.9454 -0.2164 4.5783 -0.2 -0.3 -0.1
C -2.0262 0.1514 5.7222 0.1 0.4 0.1
C -0.9656 -0.9292 5.6342 0.1 -0.3 0.0
O -0.8613 -1.2976 4.2520 -0.2 0.2 0.1
C -1.9655 -0.7228 3.5378 0.2 0.1 -0.2
H -3.5551 0.6138 4.2204 0.0 -0.1 0.0
H -3.6143 -1.0237 4.8857 0.0 0.1 -0.1
H -1.5765 1.1323 5.5366 0.0 0.0 0.1
H -2.5234 0.1825 6.6931 0.0 0.0 -0.1
H -1.2594 -1.8215 6.1982 0.0 0.0 0.1
H 0.0078 -0.5923 5.9979 0.0 -0.1 -0.1
H -1.5770 0.0986 2.9252 -0.1 0.0 -0.1
H -2.4053 -1.4726 2.8762 0.1 0.0 0.0
C 8.2162 5.8987 1.3178 0.2 -0.1 -0.4
C 7.4811 7.0362 1.9917 0.1 0.3 0.3
C 6.0569 6.5169 2.0211 -0.3 -0.1 -0.1
O 6.1362 5.0874 2.1149 0.3 0.2 -0.1
C 7.4915 4.6860 1.8687 -0.1 -0.2 0.3
H 9.2874 5.8845 1.5240 -0.1 0.0 0.0
H 8.0769 5.9569 0.2335 0.0 0.0 0.1
H 7.8531 7.1647 3.0131 0.0 0.0 -0.1
H 7.5758 7.9907 1.4718 0.0 -0.1 0.0
H 5.5248 6.7631 1.0957 0.0 0.1 0.0
H 5.4857 6.9081 2.8658 0.0 -0.1 0.0
H 7.9241 4.3650 2.8226 0.1 0.0 -0.1
H 7.5032 3.8402 1.1776 -0.1 0.0 0.1
C -7.9570 -1.0188 6.0489 -0.2 -0.4 -0.1
C -7.4781 -0.4287 7.3581 -0.1 0.3 0.3
C -5.9715 -0.4666 7.1879 0.3 -0.1 0.0
O -5.7086 -0.3194 5.7857 -0.4 0.0 0.2
C -6.9401 -0.4708 5.0662 0.1 0.3 -0.2
H -8.9829 -0.7491 5.7943 0.1 0.0 0.0
H -7.8894 -2.1107 6.0872 0.0 0.1 0.0
H -7.8186 0.6081 7.4442 0.0 -0.1 0.0
H -7.8212 -0.9743 8.2383 0.0 0.0 0.0
H -5.5592 -1.4299 7.5075 0.0 0.0 0.1
H -5.4667 0.3286 7.7411 0.0 0.0 -0.1
H -7.2369 0.5171 4.6976 -0.1 0.0 -0.1
H -6.7862 -1.1302 4.2093 0.1 0.1 0.0
```
Positions in Å, forces in eV/Å.

As for the structure (SMILES): C=CC[C@@H]1[C@H](B(O)O)[C@@H](NCCCC)[C@@H](OC[C@@H](C)CC(C)C)OS1(=O)=O.C1CCOC1.C1CCOC1.C1CCOC1.C1CCOC1.C1CCOC1. The multiplicity is 1. Its total energy is -2798.73923 a.u. The relative energy (zero: lowest compared OMol25 entry of this formula, charge and spin) comes out at 80.5 kcal/mol. The HOMO-LUMO gap comes out at 8.801 eV.


Entry 2:
ORCA calculation (ωB97M-V with the def2-TZVPD basis set) on 2 unconnected molecules or ions with the total composition C4H10N2OS at a distorted geometry.

```
18
Properties=species:S:1:pos:R:3:forces:R:3
C -0.1046 0.4635 2.3852 -1.0 -1.9 -0.7
C -0.8278 -0.9634 2.5100 0.0 2.4 -3.4
C 0.4602 -0.7928 1.7650 -2.4 2.0 1.1
C 1.0601 1.8477 -2.4387 0.8 0.3 3.9
N 0.5972 0.5264 -2.1332 0.2 -1.1 -1.0
N -0.4086 -1.7286 -1.5241 -3.4 -1.3 -1.6
O -1.3832 0.2213 -0.4682 1.2 -0.1 -0.4
S -0.0470 -0.2209 -0.9489 -1.1 0.6 0.1
H -0.5259 1.0325 1.5792 -0.8 0.3 -0.1
H 0.0934 1.1179 3.2334 0.9 -0.7 0.0
H -0.7443 -1.5485 3.3543 0.2 -0.9 1.9
H -1.7598 -1.1025 1.9391 0.5 0.3 0.3
H 1.2354 -1.3232 2.1587 2.6 -1.3 0.3
H 1.6104 1.9305 -3.3606 0.1 -0.4 -0.3
H 1.8054 2.0633 -1.5212 -1.3 0.3 -2.1
H 0.2207 2.5468 -2.3920 0.3 0.2 -0.1
H 0.1157 -2.3575 -2.1299 1.0 0.9 0.4
H -1.3975 -1.7124 -2.0081 2.3 0.4 1.6
```
Positions in Å, forces in eV/Å.

The multiplicity is 1. Its total energy is -741.09467 a.u. The relative energy (zero: lowest compared OMol25 entry of this formula, charge and spin) comes out at 177.8 kcal/mol. The HOMO-LUMO gap (alpha / beta) comes out at 8.747 / 7.182 eV.


Entry 3:
ORCA calculation (ωB97M-V with the def2-TZVPD basis set) on a molecular structure, C48H50BrF3I2LaN5O8P at a distorted geometry.

```
119
Properties=species:S:1:pos:R:3:forces:R:3
La -0.4990 -0.2192 0.1433 -0.7 1.8 -1.2
O 3.4806 1.9777 2.0906 0.2 0.1 0.0
C 2.8121 2.9508 2.7295 -0.1 0.1 0.0
C 3.5486 3.9919 3.2986 0.1 0.0 -0.1
C 2.9062 5.0380 3.9311 0.0 0.0 -0.1
C 1.5173 5.0670 4.0156 -0.1 0.0 0.0
C 0.7856 4.0175 3.4909 0.0 0.0 0.0
C 1.4130 2.9524 2.8473 0.2 -0.1 -0.1
C 0.6350 1.8034 2.3204 -0.5 -0.2 0.4
O 1.1606 0.9886 1.4971 0.2 0.5 0.4
N -0.5736 1.6763 2.8596 0.1 0.7 0.3
N -1.2830 0.6345 2.3646 -0.3 -0.1 1.1
C -2.2474 0.2109 3.0911 0.3 0.4 0.1
C -3.0397 -0.9380 2.6876 -0.3 -0.3 -0.2
C -3.8934 -1.5447 3.6112 0.0 0.1 0.0
C -4.5332 -2.7199 3.2710 0.0 -0.1 -0.1
C -4.2970 -3.2603 2.0167 -0.1 0.1 0.1
C -3.4657 -2.5687 1.1492 0.0 -0.1 -0.1
N -2.8664 -1.4250 1.4503 0.0 0.2 0.2
H 2.8119 1.3779 1.6837 -0.1 -0.1 0.0
H 4.6277 3.9604 3.2115 0.0 0.0 0.0
H 3.4927 5.8441 4.3562 0.0 0.0 0.0
H 1.0152 5.8966 4.4968 0.0 0.0 0.0
H -0.2916 3.9865 3.5802 0.0 0.0 0.0
H -2.4288 0.6582 4.0671 0.0 0.1 0.0
H -4.0312 -1.0966 4.5868 0.1 0.0 0.0
H -5.1836 -3.2225 3.9753 0.0 0.0 0.0
H -4.7495 -4.1923 1.7078 0.0 0.0 0.0
H -3.2646 -2.9711 0.1652 0.0 0.0 0.0
I 3.8529 -2.0838 -2.2403 -0.2 -0.1 -0.2
C 1.9172 -2.5684 -2.8835 0.1 0.5 0.5
C 1.7164 -3.4642 -3.9301 -0.2 -0.1 -0.1
C 0.4437 -3.7530 -4.3464 0.2 -0.3 -0.4
I 0.2193 -5.0703 -5.9807 0.0 0.1 0.2
C -0.6824 -3.2085 -3.6956 0.0 0.2 0.4
C -2.0258 -3.4699 -4.0364 -0.1 0.0 0.0
C -3.0356 -2.9420 -3.2839 0.0 -0.1 -0.1
C -2.7127 -2.1460 -2.1753 0.1 0.1 0.0
N -1.4809 -1.8537 -1.8379 -0.1 -0.3 -0.3
C -0.4659 -2.3378 -2.5893 0.2 -0.2 -0.2
C 0.8700 -1.9252 -2.2066 0.5 -0.3 -0.5
O 1.0717 -1.0271 -1.3139 0.4 -0.6 -1.0
H 2.5714 -3.9153 -4.4148 0.0 0.0 0.0
H -2.2483 -4.0904 -4.8943 0.0 0.0 0.0
H -4.0724 -3.1248 -3.5299 0.0 0.0 0.0
H -3.5022 -1.7189 -1.5672 0.0 0.0 0.0
F -4.7728 0.1299 -0.2042 0.0 -0.1 0.0
C -4.0187 1.1875 -0.5587 0.3 0.1 -0.2
F -3.1780 1.4482 0.4776 -0.3 0.0 -0.1
F -4.8465 2.2379 -0.6533 0.1 0.0 -0.1
C -3.1992 0.9231 -1.8842 -0.3 0.3 0.5
O -3.8282 1.0067 -2.9265 0.0 -0.1 -0.1
O -1.9849 0.6929 -1.6578 -0.4 0.2 -0.2
O 0.3340 2.0604 -0.9293 0.3 0.1 -0.3
P 0.2589 3.0855 -2.0315 -0.2 0.2 -0.3
C -1.3859 3.9069 -1.8084 0.3 0.0 0.0
C -2.0265 4.8326 -2.8472 0.1 0.1 -0.1
C -1.6427 6.3037 -2.7035 -0.2 0.0 0.0
C -1.9043 6.7872 -1.2771 0.2 0.0 0.0
C -1.1462 5.9266 -0.2661 -0.2 -0.1 -0.1
C -1.5595 4.4604 -0.3860 0.1 0.1 0.0
C 1.7422 4.1755 -1.9528 -0.4 -0.2 0.0
C 1.6835 5.5020 -2.7086 0.1 0.0 -0.1
C 3.1052 6.0611 -2.8580 -0.1 -0.1 0.1
C 3.9293 5.8292 -1.5767 -0.1 0.1 0.1
C 3.0079 5.6894 -0.3661 0.1 -0.1 -0.1
C 2.1699 4.4101 -0.4918 0.0 0.1 0.1
C 0.1773 2.3044 -3.7129 -0.1 0.1 0.3
C 0.2061 3.2050 -4.9593 0.1 0.3 0.1
C 1.6065 3.5451 -5.4695 0.0 -0.2 -0.1
C 2.4181 2.2798 -5.7133 0.0 0.1 0.1
C 2.5353 1.4923 -4.4136 -0.1 0.0 -0.1
C 1.1637 1.1300 -3.8433 0.1 0.0 0.0
H -1.9432 2.9732 -1.8603 -0.1 -0.1 0.1
H -3.1090 4.7517 -2.7002 0.0 0.0 0.0
H -1.8274 4.4772 -3.8585 -0.2 0.0 0.1
H -2.2232 6.8977 -3.4147 0.0 0.0 0.0
H -0.5903 6.4438 -2.9531 -0.2 0.1 0.0
H -2.9775 6.7141 -1.0700 0.0 0.1 0.0
H -1.6204 7.8380 -1.1736 0.0 0.0 0.0
H -1.3469 6.2763 0.7495 0.1 0.0 0.0
H -0.0703 6.0244 -0.4367 0.0 0.1 0.1
H -2.6191 4.3797 -0.1212 0.0 0.0 0.0
H -1.0083 3.8408 0.3256 -0.1 0.0 0.0
H 2.5003 3.5514 -2.4365 0.0 0.0 0.0
H 1.0728 6.2100 -2.1497 0.1 0.0 0.0
H 1.2190 5.3875 -3.6906 0.0 0.2 0.2
H 3.0460 7.1290 -3.0829 0.0 0.0 0.0
H 3.5975 5.5740 -3.7043 0.0 0.1 0.0
H 4.6356 6.6490 -1.4295 0.0 0.0 0.0
H 4.5200 4.9132 -1.6685 0.0 0.0 0.0
H 2.3605 6.5699 -0.3000 0.0 0.0 0.0
H 3.5857 5.6506 0.5546 0.0 0.0 0.1
H 1.3028 4.4663 0.1689 0.0 -0.1 0.0
H 2.7534 3.5527 -0.1637 0.0 -0.1 0.1
H -0.8282 1.8695 -3.6406 0.0 0.0 0.0
H -0.3497 4.1298 -4.7887 0.1 -0.1 -0.1
H -0.3149 2.6675 -5.7587 -0.1 0.0 0.0
H 2.1403 4.1610 -4.7412 0.0 -0.1 -0.2
H 1.5194 4.1281 -6.3907 0.0 0.1 0.0
H 3.4105 2.5343 -6.0956 0.0 0.0 0.0
H 1.9216 1.6633 -6.4708 0.0 0.0 0.0
H 3.1089 2.0770 -3.6881 0.0 0.0 0.0
H 3.0976 0.5753 -4.5875 0.0 -0.1 0.1
H 1.2921 0.6682 -2.8701 0.0 -0.2 0.1
H 0.7110 0.3779 -4.4989 0.0 0.0 0.0
Br 4.6111 -6.1375 -0.5973 0.0 0.0 0.0
C 2.8089 -5.5556 -0.4851 0.0 -0.1 0.0
C 1.8123 -6.3184 -1.0729 0.0 0.0 0.0
N 0.5317 -5.9668 -1.0272 -0.1 -0.1 -0.1
C 0.2170 -4.8313 -0.4112 0.1 0.0 0.0
C 1.1558 -4.0006 0.1928 0.0 0.0 -0.1
C 2.4885 -4.3803 0.1651 0.0 0.0 0.1
C 0.7493 -2.6717 0.7895 0.6 -0.8 0.5
O 1.6053 -1.9146 1.2461 -0.1 -0.1 0.1
O -0.4993 -2.4115 0.7505 0.0 -1.6 0.5
H 2.0448 -7.2419 -1.5911 0.1 0.0 0.0
H -0.8307 -4.5559 -0.3975 0.0 0.0 0.0
H 3.2285 -3.7481 0.6358 0.0 0.0 0.0
```
Positions in Å, forces in eV/Å.

As for the net charge: -1. The multiplicity is 1. Its total energy is -6577.21533 a.u. The relative energy (zero: lowest compared OMol25 entry of this formula, charge and spin) comes out at 33.5 kcal/mol. The HOMO-LUMO gap comes out at 6.940 eV.